# C4H10N2O2

An isolated molecule of C4H10N2O2 in a non-equilibrium geometry (wB97M-V/def2-TZVPD, the OMol25 dataset).

Computed properties:
* E_LUMO: 0.794 eV
* Kohn-Sham gap: 10.15 eV
* SMILES: NCNC(=O)CCO
* HOMO: -0.3440 Eh
* E_tot: -418.37409 a.u.
* charge: 0

Positions of all 18 atoms, in Å:
H1 -1.04192 1.48178 -1.34912
C1 -0.70261 1.62466 -0.28749
C2 -0.13837 -2.09085 0.62620
C3 -0.52332 0.36703 0.45316
H2 1.22700 1.85097 0.61559
H3 1.34680 0.96836 -1.62211
H4 -1.05647 -3.49955 -0.68092
H5 -0.88632 -1.98216 1.40248
H6 0.71021 3.36383 -0.05051
N1 -0.26140 -0.84868 -0.16029
O1 1.37990 1.90013 -1.43140
H7 0.85475 -2.16599 1.08708
O2 -0.45494 0.32259 1.68704
H8 0.68799 -3.61814 -0.49085
C4 0.74089 2.30593 -0.25428
H9 -0.74938 -1.01945 -1.03562
H10 -1.59354 2.21373 -0.02456
N2 -0.19768 -3.22414 -0.25039

Here are the natural (NBO) charges for atoms 1 to 4, given in e:
1. H 0.218
2. C -0.541
3. C -0.048
4. C 0.653



# C42H59Cl4F40NO10

A cluster of 11 separate species, C42H59Cl4F40NO10 in total in a non-equilibrium geometry (wB97M-V/def2-TZVPD, the OMol25 dataset).

Computed properties:
* E_LUMO: 0.183 eV
* Kohn-Sham gap: 7.38 eV
* HOMO: -0.2643 Eh
* E_tot: -8278.26378 a.u.
* charge: 0

Positions of all 156 atoms, in Å:
Cl1 21.24790 -24.71722 -6.16357
H1 20.13016 -15.85158 -0.79397
C1 21.19219 -22.96180 -5.91398
H2 17.53335 -20.81462 2.68552
F1 17.17731 -15.21537 -5.91205
F2 22.82591 -25.13032 4.04671
O1 16.33355 -24.67776 2.16575
H3 20.13515 -19.87572 -1.23018
C2 11.39644 -21.08520 -5.88186
H4 11.54828 -24.44910 0.47109
C3 13.68094 -21.26521 -5.21033
H5 10.42518 -21.75996 0.42535
H6 11.15596 -21.36051 -4.85182
C4 13.96721 -18.31248 0.03280
H7 23.20488 -24.46870 2.25633
C5 22.10247 -21.78866 2.54030
H8 10.64676 -23.70277 1.75107
O2 22.67396 -16.92089 1.09987
F3 23.96662 -20.93988 -1.77506
C6 18.83906 -20.13206 0.52236
C7 24.05752 -17.59775 -1.36906
C8 16.22114 -24.79325 -0.26351
C9 19.12258 -19.53036 -3.99123
C10 19.19174 -20.81626 -8.54673
H9 19.44179 -17.10584 -8.07223
C11 20.79926 -16.17231 -6.74097
F4 21.55902 -17.28940 -6.70837
F5 9.79335 -23.85313 -7.79484
F6 10.75931 -21.28675 -8.09595
H10 11.69631 -23.56451 -7.33135
H11 14.86476 -18.39377 0.65076
C12 16.97574 -20.18476 1.99498
H12 17.04215 -19.94783 -3.44724
H13 19.39984 -20.83563 1.14904
C13 10.46047 -21.80419 -6.86488
F7 9.18364 -21.48267 -6.60596
H14 21.04366 -21.88588 2.77638
H15 19.32293 -21.88110 -8.38315
H16 19.95535 -16.96893 1.46342
F8 15.25772 -17.08988 -5.00666
H17 15.90142 -24.17898 4.70599
F9 17.79392 -25.61862 3.57449
F10 16.84967 -18.63125 -5.09894
F11 13.80793 -19.96665 -4.89937
C14 19.24792 -20.42097 -0.93445
F12 25.86545 -16.46798 -0.42450
C15 14.98717 -17.51256 -1.95956
H18 15.38408 -21.13031 -6.53419
F13 10.49684 -23.91014 -5.74374
C16 20.00173 -16.62838 -1.57048
H19 22.35042 -19.86374 -3.54116
H20 19.06123 -18.46087 -3.75798
H21 17.25243 -19.95019 -1.24429
F14 23.84858 -16.57767 -2.23008
N1 18.12398 -19.89696 -1.77848
F15 21.42064 -15.34793 -7.64741
C17 11.53599 -23.58236 1.13107
C18 22.52044 -24.23517 3.08239
O3 12.19765 -21.33562 1.24236
F16 14.86511 -24.89200 -0.25999
H22 21.85925 -22.64947 -5.11770
H23 16.22459 -26.42210 1.16336
Cl2 20.33066 -19.89170 -7.50510
C19 23.16057 -21.69089 -0.99333
F17 16.76837 -16.79252 -7.38992
F18 21.61536 -15.18867 1.95685
F19 22.14133 -15.04492 -5.14736
H24 18.96797 -19.64773 -5.06752
F20 25.02621 -18.12060 0.72766
C20 16.67160 -23.58888 4.20158
H25 18.98526 -15.46351 -7.63024
C21 24.70369 -17.08216 -0.07661
H26 14.10869 -22.06533 0.95705
O4 12.72857 -21.45921 -6.17837
C22 20.65375 -17.30056 2.23763
H27 20.29125 -16.14246 -2.51857
F21 16.04112 -22.53091 3.64566
Cl3 19.50110 -22.52039 -5.54975
H28 12.60857 -23.69582 3.02525
H29 17.76294 -25.71773 1.01304
C23 23.77398 -16.14348 0.66903
H30 13.56793 -24.19990 1.70926
H31 22.39501 -20.76179 2.75684
C24 14.07828 -19.44216 -0.96227
H32 24.29082 -15.66956 1.50460
Cl4 17.52335 -20.29564 -8.28783
H33 19.32128 -21.49244 -1.10100
H34 16.20812 -22.77883 0.63430
F22 24.18373 -22.52908 3.42274
F23 20.04020 -14.41110 -5.24988
O5 18.73178 -17.16144 -1.44873
O6 17.46318 -20.28357 0.66212
C25 19.39504 -16.39636 -7.24299
H35 14.63795 -17.07916 -2.89825
H36 15.95420 -20.56528 1.95937
C26 16.58757 -23.28539 -0.25572
F24 14.78540 -22.99930 -6.29112
C27 16.57892 -17.30522 -5.02535
F25 15.93176 -21.88553 -4.75519
F26 16.10708 -22.65469 -1.34922
F27 17.93748 -23.14694 -0.15525
C28 16.70503 -25.45036 1.02614
H37 16.00374 -17.21048 -1.69358
H38 13.09004 -16.73818 -1.29617
F28 22.74857 -19.96486 0.52823
C29 21.95056 -16.48268 2.17677
H39 13.06972 -18.41744 0.64157
C30 18.04948 -20.29887 -3.22947
F29 13.28586 -21.94163 -4.10496
H40 19.12818 -19.09900 0.72626
F30 24.34206 -21.32826 1.04013
H41 20.80383 -17.36001 -1.33954
O7 14.96934 -18.94728 -1.95185
H42 11.83277 -22.10183 -0.56684
F31 21.23527 -24.40609 2.70404
C31 14.03408 -17.07543 -0.86315
F32 22.44993 -22.50720 4.72575
F33 18.36601 -23.82526 2.51723
C32 21.52082 -19.50260 -4.14216
C33 23.12436 -21.25756 0.48302
H43 20.56590 -16.15178 -4.56286
C34 22.85522 -22.77876 3.45426
C35 13.32238 -22.04826 1.72262
C36 17.26882 -16.51858 -6.17069
F34 20.88008 -18.63435 2.13828
C37 15.02471 -21.78624 -5.73989
H44 23.49376 -15.33498 -0.00882
H45 18.21556 -21.36836 -3.32263
H46 19.50038 -20.61594 -9.56785
C38 17.33231 -24.45299 3.10562
H47 21.47962 -18.41573 -4.22987
H48 18.25097 -18.86561 -1.80361
H49 11.28911 -20.00073 -5.93746
H50 13.74294 -21.59650 2.61934
H51 13.12526 -19.69973 -1.44717
F35 20.03598 -17.12561 3.43774
F36 21.92208 -21.68575 -1.54171
F37 16.71760 -25.44074 -1.32864
H52 21.48405 -22.49542 -6.84923
F38 22.72219 -16.50637 3.28621
C39 11.41221 -22.22220 0.43948
H53 17.02583 -17.00189 -4.07469
H54 23.50942 -22.72630 -1.06571
H55 14.41255 -16.18891 -0.35150
H56 23.09798 -18.06867 -1.12837
H57 16.85519 -19.15172 2.32579
O8 20.35482 -20.09625 -3.60276
O9 22.24080 -22.08365 1.14230
C40 12.80163 -23.46972 1.97545
C41 20.87705 -15.48048 -5.37396
H58 14.39381 -20.40486 -0.55180
H59 21.73399 -19.87913 -5.14999
F39 17.58995 -23.11852 5.06799
F40 24.85167 -18.53708 -1.93376
O10 18.59902 -16.90837 -6.18496
C42 10.71131 -23.30936 -6.93994

Here are the Mulliken charges for atoms 1 to 4, given in e:
1. Cl -0.181
2. H 0.454
3. C -0.192
4. H 0.235



# C5H8O

An isolated molecule of C5H8O (wB97M-V/def2-TZVPD, the OMol25 dataset).

Computed properties:
* E_LUMO: 0.879 eV
* Kohn-Sham gap: 9.54 eV
* SMILES: C=C/C(O)=C/C
* HOMO: -0.3185 Eh
* E_tot: -270.49998 a.u.
* charge: 0

Positions of all 14 atoms, in Å:
H1 2.43678 -0.09819 2.11401
H2 2.56133 0.83857 0.71833
H3 0.06194 0.13804 1.76644
O1 0.64178 -0.32228 -1.43683
H4 -1.71348 1.71962 0.45176
H5 -1.89387 -1.17136 -0.53956
H6 2.60924 -0.91389 0.51601
C1 -2.25211 0.83664 0.11347
H7 0.15358 -0.92882 -2.01604
H8 -3.31574 0.77709 0.28256
C2 2.14337 -0.09369 1.06307
C3 -0.03312 -0.16362 -0.23624
C4 -1.51347 -0.17950 -0.29416
C5 0.66219 -0.01429 0.88015

Here are the natural (NBO) charges for atoms 1 to 4, given in e:
1. H 0.214
2. H 0.220
3. H 0.205
4. O -0.695



Look up the charge of the third one.
0



The lowest E_LUMO belongs to which entry?
C42H59Cl4F40NO10



The lowest Kohn-Sham gap belongs to which entry?
C42H59Cl4F40NO10



Among the records above, which one has the highest E_tot?
C5H8O